## a
{"formula": "C4H11S3", "method": "wB97M-V/def2-TZVPD", "elements": ["C", "C", "C", "S", "H", "H", "H", "H", "H", "H", "H", "C", "S", "S", "H", "H", "H", "H"], "positions_angstrom": [[1.5573, -2.7071, -2.5921], [1.7740, -1.2563, -3.0282], [2.1163, -0.2760, -1.9067], [0.9870, -0.3402, -0.4698], [2.5113, -3.2194, -2.4551], [0.9969, -3.2254, -3.3767], [0.9819, -2.7561, -1.6675], [2.6056, -1.2824, -3.7492], [0.8898, -0.8583, -3.5314], [2.1458, 0.7344, -2.3237], [3.1321, -0.4178, -1.5312], [-1.3268, -0.6885, 1.4641], [-0.6593, 0.9942, 1.3700], [-2.3762, 1.9554, 2.2634], [-2.1197, -0.7107, 2.2098], [-0.5219, -1.3435, 1.7890], [-1.7847, -1.0172, 0.5359], [-2.7807, 2.6559, 1.1968]], "spin_multiplicity": 1, "charge": -1, "homo_lumo_gap_ev": 5.72}


## b
{"formula": "C4H11S3", "method": "wB97M-V/def2-TZVPD", "elements": ["C", "C", "C", "S", "H", "H", "H", "H", "H", "H", "H", "C", "S", "S", "H", "H", "H", "H"], "positions_angstrom": [[-3.5799, -0.4618, -0.8464], [-3.0984, 0.9878, -0.9411], [-1.5909, 1.1019, -0.8128], [-1.0120, 0.7973, 0.8977], [-3.2057, -1.0561, -1.6792], [-4.6671, -0.5178, -0.7559], [-3.1713, -0.8283, 0.1024], [-3.4394, 1.4056, -1.9152], [-3.6587, 1.6305, -0.2506], [-1.2396, 2.0645, -1.1828], [-1.1716, 0.3351, -1.4787], [1.0921, -2.0458, 0.8384], [2.1722, -1.1694, -0.3542], [2.5192, 0.7352, 0.3623], [1.5618, -3.0055, 1.0634], [0.1279, -2.2514, 0.3786], [0.9065, -1.3938, 1.6809], [1.2600, 1.0999, 0.7076]], "spin_multiplicity": 1, "charge": -1, "homo_lumo_gap_ev": 6.23}


Which of them is least stable? Easy: a.


## a
{"formula": "C7H10", "method": "wB97M-V/def2-TZVPD", "elements": ["C", "C", "C", "C", "C", "C", "C", "H", "H", "H", "H", "H", "H", "H", "H", "H", "H"], "positions_angstrom": [[1.3747, -0.2963, 1.1298], [1.1500, 0.5676, -0.0008], [1.1228, -1.1201, -0.1371], [-0.1454, -0.4071, -0.9990], [-1.4526, -0.6801, -0.2552], [-1.4386, 0.7318, 0.3961], [-0.1972, 1.0592, -0.4565], [2.4056, -0.1700, 1.4675], [0.6442, -0.3387, 1.9296], [1.9520, 0.9665, -0.5990], [2.0839, -1.4438, -0.5881], [-0.0079, -0.5380, -2.0761], [-1.3237, -1.5357, 0.4058], [-2.3022, -0.8199, -0.9217], [-2.3338, 1.3235, 0.1603], [-1.2929, 0.7754, 1.4839], [-0.1619, 2.0150, -1.0075]], "spin_multiplicity": 1, "homo_lumo_gap_ev": 8.47}


## b
{"formula": "C7H10", "method": "wB97M-V/def2-TZVPD", "elements": ["C", "C", "C", "C", "C", "C", "C", "H", "H", "H", "H", "H", "H", "H", "H", "H", "H"], "positions_angstrom": [[-2.8034, -0.8219, -0.5051], [-1.7055, -0.3329, -0.0080], [-1.5387, 1.1737, 0.0486], [-0.4915, -0.9704, 0.6441], [0.9285, -0.5262, 0.3195], [2.0846, -0.2873, 0.0988], [3.3703, 0.2346, -0.2077], [-3.6175, -0.1905, -0.8721], [-2.8602, -1.9066, -0.5893], [-1.1315, 1.7529, 1.0086], [-2.2812, 1.8739, -0.3825], [-0.6155, 1.4387, -0.5817], [-0.4161, -0.7183, 1.7539], [-0.3775, -2.1220, 0.5786], [4.2886, -0.1165, 0.3241], [3.4737, 1.3676, -0.2949], [3.6928, 0.1510, -1.3347]], "smiles": "C=C(C)CC#CC", "spin_multiplicity": 1, "homo_lumo_gap_ev": 10.13}


## c
{"formula": "C7H10", "method": "wB97M-V/def2-TZVPD", "elements": ["C", "C", "C", "C", "C", "C", "C", "H", "H", "H", "H", "H", "H", "H", "H", "H", "H"], "positions_angstrom": [[-1.7695, -0.9272, 0.0396], [-0.6229, -0.0361, -0.1139], [0.0144, 1.0766, -1.0923], [1.3826, 0.6863, -0.6503], [1.3053, 0.1262, 0.6909], [-0.0587, 0.5426, 1.2196], [0.5331, -1.0164, -0.0922], [-2.6161, -0.6372, 0.6655], [-2.0130, -1.6168, -0.7682], [-0.3284, -1.7368, 0.5673], [-0.2964, 2.0786, -0.7749], [-0.1498, 0.9701, -2.1689], [2.2293, 0.5120, -1.3068], [2.1899, -0.0736, 1.2912], [-0.2340, 1.6093, 1.3932], [-0.3908, -0.0507, 2.0720], [0.8854, -1.5450, -0.9832]], "spin_multiplicity": 1, "homo_lumo_gap_ev": [7.34, 8.32]}


Which of them is least stable? Easy: c.


## a
{"formula": "C4H6S2", "method": "wB97M-V/def2-TZVPD", "elements": ["C", "C", "C", "S", "C", "S", "H", "H", "H", "H", "H", "H"], "positions_angstrom": [[1.3479, 2.3553, 1.9333], [1.9258, 1.0805, 1.4186], [1.4707, 0.3134, 0.4420], [-0.2781, 0.2541, 0.0130], [-0.4368, -1.2305, -0.8415], [-1.8955, -1.6053, -1.5525], [0.5188, 2.7541, 1.2487], [2.0925, 3.1617, 1.9752], [0.8636, 2.1297, 2.8574], [2.8828, 0.7693, 1.8944], [2.0791, -0.4851, -0.0978], [0.4937, -1.8215, -0.9605]], "smiles": "C/C=C\\SC=S", "spin_multiplicity": 1, "homo_lumo_gap_ev": 8.16}


## b
{"formula": "C4H6S2", "method": "wB97M-V/def2-TZVPD", "elements": ["C", "C", "C", "S", "C", "S", "H", "H", "H", "H", "H", "H"], "positions_angstrom": [[-1.2955, -1.2113, -0.5801], [-0.5229, -0.1521, -0.1746], [-0.4869, 1.1253, -0.8572], [-1.4605, 1.8664, -1.8691], [0.5504, -0.0730, 0.8721], [2.1986, -0.0233, 0.1748], [-1.1294, -2.0953, 0.0349], [-2.0692, -1.0409, -1.4262], [0.3735, 1.7763, -0.5459], [0.3665, 0.8883, 1.4377], [0.5821, -1.0229, 1.5416], [2.8932, -0.0375, 1.3919]], "smiles": "C=C(C=S)CS", "spin_multiplicity": 1, "homo_lumo_gap_ev": 7.82}


Which of them is least stable? Easy: b.


## a
{"formula": "C5H6O", "method": "wB97M-V/def2-TZVPD", "elements": ["C", "C", "C", "C", "C", "O", "H", "H", "H", "H", "H", "H"], "positions_angstrom": [[-2.8421, 0.4282, 0.1224], [-1.5595, 0.5498, -0.1287], [-0.3060, 0.6479, -0.3457], [1.0064, 0.6334, -0.4472], [1.8077, -0.3414, 0.3872], [1.9502, -1.5766, -0.2881], [-3.5972, 1.0045, -0.4073], [-3.1862, -0.2632, 0.8890], [1.5319, 1.2290, -1.1929], [1.3161, -0.4719, 1.3617], [2.8224, 0.0260, 0.5648], [1.0564, -1.8656, -0.5151]], "smiles": "C=C=C=CCO", "spin_multiplicity": 1, "homo_lumo_gap_ev": 9.32}


## b
{"formula": "C5H6O", "method": "wB97M-V/def2-TZVPD", "elements": ["C", "C", "C", "O", "C", "C", "H", "H", "H", "H", "H", "H"], "positions_angstrom": [[1.7440, -0.3564, -0.0371], [-0.8870, -0.5064, 0.7050], [-0.3223, 0.8680, 0.4111], [-1.4691, 1.1033, -0.4577], [-1.7372, -0.2483, -0.2901], [0.8136, 0.4696, -0.4982], [2.3594, -0.9839, -0.6705], [1.8257, -0.5056, 1.0376], [-0.4654, -1.3656, 1.2026], [-0.1460, 1.6459, 1.1631], [-2.3266, -0.7860, -1.0228], [0.6167, 0.6639, -1.5541]], "spin_multiplicity": 1, "homo_lumo_gap_ev": 9.79}


## c
{"formula": "C5H6O", "method": "wB97M-V/def2-TZVPD", "elements": ["C", "C", "C", "C", "C", "O", "H", "H", "H", "H", "H", "H"], "positions_angstrom": [[0.3601, 0.0749, -2.5702], [-0.0669, -0.2603, -1.3864], [-0.2643, -0.5230, -0.1258], [-0.5225, 0.5869, 0.8523], [-0.0722, 0.2576, 2.2504], [0.4590, -0.7792, 2.5669], [1.4406, 0.0977, -2.6609], [-0.2615, 0.2957, -3.4324], [-0.2216, -1.5441, 0.2441], [-0.0349, 1.5189, 0.5324], [-1.5959, 0.8222, 0.8954], [-0.2781, 1.0459, 3.0046]], "smiles": "C=C=CCC=O", "spin_multiplicity": 1, "homo_lumo_gap_ev": 10.49}


Which of them is least stable? Easy: b.